No. 1
{"formula": "C45H48N6O12P2S2W", "method": "ωB97M-V/def2-TZVPD", "symbols": ["W", "O", "S", "O", "O", "O", "O", "P", "C", "P", "O", "C", "C", "C", "C", "C", "C", "C", "C", "C", "C", "C", "C", "C", "C", "C", "C", "C", "C", "C", "C", "C", "C", "C", "C", "H", "H", "H", "H", "H", "H", "H", "H", "H", "H", "H", "H", "H", "H", "H", "H", "H", "H", "H", "H", "H", "H", "C", "C", "C", "C", "N", "H", "H", "H", "H", "H", "H", "H", "H", "H", "C", "C", "O", "O", "H", "H", "H", "N", "C", "N", "C", "C", "O", "C", "C", "H", "H", "H", "H", "H", "H", "H", "H", "O", "S", "O", "O", "C", "N", "C", "C", "C", "N", "C", "C", "C", "N", "C", "C", "H", "H", "H", "H", "H", "H"], "xyz": [[0.33, 0.30, 0.63], [-3.62, 0.12, 1.39], [-2.55, 0.82, 0.70], [-2.96, 2.08, 0.11], [-1.87, -0.07, -0.32], [-1.34, 1.03, 1.63], [-0.95, -1.80, 1.64], [-1.35, -3.14, 1.19], [-2.02, -3.12, -0.50], [-0.74, -2.57, -1.63], [0.19, -1.60, -0.99], [0.16, -4.05, -2.15], [1.54, -3.97, -2.16], [2.28, -5.07, -2.58], [1.64, -6.23, -2.99], [0.25, -6.30, -2.99], [-0.49, -5.21, -2.57], [-1.57, -1.98, -3.14], [-2.52, -0.95, -3.06], [-3.17, -0.51, -4.21], [-2.86, -1.06, -5.44], [-1.91, -2.06, -5.54], [-1.27, -2.52, -4.39], [-2.67, -3.79, 2.23], [-3.64, -2.84, 2.57], [-4.69, -3.21, 3.40], [-4.78, -4.50, 3.89], [-3.81, -5.44, 3.57], [-2.76, -5.09, 2.74], [0.02, -4.32, 1.09], [1.28, -3.78, 1.35], [2.40, -4.59, 1.26], [2.28, -5.92, 0.91], [1.02, -6.45, 0.62], [-0.10, -5.65, 0.71], [-2.82, -2.37, -0.49], [-2.42, -4.09, -0.80], [2.05, -3.06, -1.84], [3.36, -5.01, -2.59], [2.22, -7.08, -3.32], [-0.25, -7.21, -3.31], [-1.57, -5.26, -2.58], [-2.73, -0.50, -2.10], [-3.91, 0.28, -4.13], [-3.36, -0.71, -6.33], [-1.65, -2.49, -6.50], [-0.52, -3.29, -4.48], [-3.56, -1.82, 2.20], [-5.43, -2.46, 3.67], [-5.59, -4.77, 4.55], [-3.87, -6.45, 3.96], [-1.99, -5.82, 2.51], [1.36, -2.72, 1.58], [3.38, -4.16, 1.45], [3.16, -6.54, 0.83], [0.93, -7.49, 0.31], [-1.07, -6.07, 0.44], [1.95, -1.38, 3.98], [2.37, -0.35, 2.92], [3.65, -0.77, 2.21], [2.58, 1.01, 3.61], [1.33, -0.22, 1.94], [2.57, -1.27, 4.87], [2.04, -2.40, 3.62], [0.91, -1.21, 4.26], [4.48, -0.83, 2.93], [3.91, -0.07, 1.42], [3.53, -1.75, 1.73], [2.80, 1.80, 2.90], [3.41, 0.92, 4.31], [1.68, 1.29, 4.17], [1.84, 0.31, -3.03], [2.46, -0.33, -1.81], [3.32, -1.20, -1.98], [2.06, 0.04, -0.65], [2.36, -0.02, -3.92], [1.87, 1.40, -2.95], [0.78, 0.03, -3.09], [-0.08, 1.76, -1.16], [-0.66, 2.59, -1.71], [-1.26, 3.53, -2.41], [-1.34, 4.89, -1.85], [-2.73, 5.13, -1.29], [-3.71, 4.87, -2.29], [-3.68, 3.50, -2.67], [-2.34, 3.19, -3.33], [-1.15, 5.59, -2.68], [-0.57, 5.02, -1.09], [-2.84, 6.17, -0.99], [-2.90, 4.48, -0.42], [-4.49, 3.35, -3.39], [-3.83, 2.87, -1.80], [-2.22, 3.81, -4.22], [-2.26, 2.14, -3.61], [1.28, 9.27, 4.52], [1.18, 9.63, 3.11], [-0.11, 9.37, 2.51], [1.74, 10.93, 2.79], [2.31, 8.42, 2.32], [3.53, 8.86, 2.00], [4.33, 7.94, 1.45], [3.96, 6.64, 1.22], [2.64, 6.27, 1.59], [1.84, 7.19, 2.15], [2.13, 4.95, 1.39], [0.87, 4.52, 1.90], [0.41, 3.25, 1.71], [1.09, 2.30, 0.98], [2.31, 2.69, 0.48], [2.83, 3.94, 0.66], [5.33, 8.27, 1.19], [4.65, 5.94, 0.78], [0.27, 5.22, 2.46], [-0.54, 2.95, 2.11], [2.84, 1.95, -0.09], [3.79, 4.13, 0.20]], "lowdin_charge": [1.744, -0.331, 0.337, -0.324, -0.508, -0.483, -0.351, 0.737, -0.269, 0.768, -0.373, -0.288, -0.036, -0.062, -0.094, -0.094, -0.110, -0.235, -0.058, -0.082, -0.090, -0.086, -0.072, -0.246, -0.048, -0.066, -0.096, -0.097, -0.081, -0.266, -0.061, -0.060, -0.085, -0.087, -0.106, 0.078, 0.073, 0.094, 0.111, 0.097, 0.097, 0.107, 0.086, 0.102, 0.099, 0.099, 0.099, 0.081, 0.108, 0.096, 0.095, 0.086, 0.074, 0.104, 0.101, 0.101, 0.106, -0.047, -0.663, -0.035, -0.038, -0.157, 0.077, 0.058, 0.087, 0.083, 0.080, 0.062, 0.066, 0.080, 0.090, -0.018, -0.695, -0.016, -0.248, 0.070, 0.068, 0.055, 0.147, -0.184, -0.060, -0.086, -0.164, -0.132, -0.194, -0.104, 0.128, 0.135, 0.132, 0.117, 0.122, 0.103, 0.127, 0.111, -0.391, 0.380, -0.393, -0.398, -0.379, 0.080, -0.173, -0.037, -0.251, 0.149, -0.184, -0.026, -0.143, -0.152, -0.172, -0.044, 0.090, 0.080, 0.107, 0.090, 0.087, 0.086], "charge": -2, "spin_multiplicity": 3, "homo_energy_ev": [-0.3, -2.9], "e_tot_ev": -123035.058}

---

No. 2
{"formula": "C45H50BEuF4GeN9Se", "method": "ωB97M-V/def2-TZVPD", "symbols": ["Eu", "C", "C", "C", "C", "N", "N", "B", "N", "N", "C", "C", "C", "C", "C", "C", "C", "C", "C", "C", "N", "N", "C", "C", "C", "C", "C", "C", "C", "C", "C", "C", "C", "C", "C", "C", "C", "C", "H", "H", "H", "H", "H", "H", "H", "H", "H", "H", "H", "H", "H", "H", "H", "H", "H", "H", "H", "H", "H", "H", "H", "H", "H", "H", "H", "H", "C", "N", "C", "C", "C", "N", "C", "C", "F", "C", "F", "C", "C", "F", "C", "F", "H", "H", "H", "H", "H", "H", "H", "H", "H", "H", "H", "Se", "C", "N", "C", "Ge", "C", "C", "C", "H", "H", "H", "H", "H", "H", "H", "H", "H", "H", "H"], "xyz": [[-0.58, -0.64, 1.09], [2.51, -3.22, -1.70], [2.85, -1.74, -1.63], [3.90, -1.15, -0.90], [3.75, 0.20, -1.03], [2.63, 0.51, -1.70], [2.08, -0.67, -2.06], [0.89, -0.69, -3.01], [-0.26, -1.64, -2.64], [-0.53, -2.05, -1.35], [-1.66, -2.76, -1.36], [-2.19, -2.76, -2.70], [-1.21, -2.13, -3.46], [-1.23, -1.88, -4.92], [-2.32, -3.36, -0.18], [-3.71, -3.24, 0.02], [-4.34, -4.00, 1.01], [-3.53, -4.64, 1.98], [-2.14, -4.58, 1.87], [-1.52, -3.92, 0.81], [0.36, 0.79, -3.25], [-0.76, 1.18, -2.67], [-0.99, 2.44, -2.94], [0.04, 2.90, -3.78], [0.88, 1.80, -3.98], [2.24, 1.65, -4.62], [-2.28, 3.13, -2.67], [-3.12, 2.57, -1.74], [-4.40, 3.05, -1.53], [-4.86, 4.09, -2.26], [-4.01, 4.68, -3.18], [-2.73, 4.24, -3.44], [4.72, 1.22, -0.56], [4.56, 2.57, -0.85], [5.38, 3.48, -0.21], [6.34, 3.10, 0.78], [6.57, 1.74, 0.99], [5.75, 0.83, 0.32], [3.41, -3.65, -1.33], [2.15, -3.43, -2.70], [1.68, -3.40, -0.98], [4.69, -1.62, -0.39], [1.31, -1.19, -4.09], [-3.08, -3.32, -3.06], [-2.03, -2.44, -5.50], [-0.26, -2.06, -5.37], [-1.42, -0.88, -5.05], [-4.32, -2.69, -0.70], [-5.41, -4.02, 1.11], [-3.96, -5.02, 2.89], [-1.55, -4.92, 2.74], [-0.50, -3.69, 0.89], [0.22, 3.89, -4.21], [2.49, 2.63, -4.94], [2.36, 1.05, -5.49], [2.94, 1.31, -3.85], [-2.81, 1.73, -1.12], [-4.98, 2.56, -0.73], [-5.83, 4.58, -2.25], [-4.42, 5.62, -3.53], [-2.08, 4.76, -4.14], [3.79, 2.87, -1.61], [5.25, 4.55, -0.38], [6.89, 3.84, 1.33], [7.42, 1.42, 1.59], [5.89, -0.19, 0.55], [0.75, 2.74, 0.09], [0.85, 1.84, 1.27], [2.24, 1.73, 1.72], [0.06, 2.42, 2.36], [-1.35, 2.82, 2.06], [-1.96, 1.64, 1.45], [-3.30, 1.63, 1.54], [-4.00, 0.51, 0.96], [-3.14, -0.32, 0.26], [-5.32, 0.24, 1.10], [-5.70, -1.03, 0.77], [-6.24, 1.20, 1.59], [-5.62, 2.33, 2.01], [-6.42, 3.35, 2.44], [-4.26, 2.56, 1.98], [-3.81, 3.76, 2.49], [1.08, 3.77, 0.37], [-0.22, 2.69, -0.32], [1.42, 2.41, -0.72], [2.82, 2.67, 1.69], [2.22, 1.32, 2.71], [2.74, 1.03, 1.08], [0.58, 3.34, 2.75], [0.08, 1.64, 3.16], [-1.38, 3.67, 1.41], [-1.80, 3.00, 3.02], [-7.29, 1.05, 1.50], [-2.88, -1.54, 3.35], [-2.81, 0.06, 4.21], [-2.84, 1.16, 4.61], [1.16, -4.60, 3.73], [2.33, -3.18, 3.34], [3.87, -4.18, 2.65], [2.82, -2.20, 4.97], [1.72, -1.92, 2.05], [1.71, -5.35, 4.41], [0.83, -5.06, 2.76], [0.38, -4.15, 4.24], [4.17, -5.11, 3.16], [4.75, -3.50, 2.74], [3.62, -4.35, 1.60], [3.07, -2.86, 5.76], [2.06, -1.57, 5.36], [3.72, -1.56, 4.81], [2.05, -2.37, 1.13], [2.32, -1.06, 2.12]], "lowdin_charge": [1.477, -0.020, -0.223, -0.003, -0.292, 0.123, 0.024, -0.521, 0.018, 0.052, -0.268, 0.030, -0.288, -0.035, -0.204, -0.050, -0.087, -0.131, -0.122, -0.077, 0.010, 0.127, -0.290, 0.006, -0.264, -0.031, -0.144, -0.023, -0.068, -0.119, -0.125, -0.025, -0.165, -0.054, -0.097, -0.099, -0.092, -0.038, 0.060, 0.075, 0.069, 0.088, 0.120, 0.112, 0.100, 0.062, 0.050, 0.110, 0.095, 0.093, 0.090, 0.062, 0.094, 0.055, 0.055, 0.065, 0.094, 0.102, 0.096, 0.084, 0.094, 0.129, 0.091, 0.077, 0.096, 0.083, -0.082, -0.300, -0.114, -0.253, -0.267, -0.055, -0.270, -0.221, -0.061, -0.230, 0.044, 0.024, -0.253, 0.045, -0.156, 0.029, 0.099, 0.040, 0.060, 0.088, 0.076, 0.050, 0.126, 0.118, 0.102, 0.091, 0.106, 0.472, -0.917, 0.021, -0.265, 0.612, -0.248, -0.228, -0.416, 0.044, 0.036, -0.029, -0.002, 0.008, -0.009, -0.018, -0.005, 0.018, -0.103, -0.113], "charge": -2, "spin_multiplicity": 8, "homo_energy_ev": [-2.0, -2.1], "e_tot_ev": -213627.377}

---

No. 3
{"formula": "C45H50BO9PTeW", "method": "ωB97M-V/def2-TZVPD", "symbols": ["W", "C", "C", "C", "O", "C", "C", "O", "C", "O", "C", "C", "C", "C", "C", "C", "C", "C", "C", "C", "C", "C", "C", "O", "C", "C", "C", "C", "C", "C", "C", "C", "C", "C", "C", "C", "H", "H", "H", "H", "H", "H", "H", "H", "H", "H", "H", "H", "H", "H", "H", "H", "H", "H", "H", "H", "H", "H", "H", "H", "H", "H", "H", "H", "C", "C", "C", "C", "C", "C", "C", "C", "O", "B", "O", "C", "C", "H", "H", "H", "H", "H", "H", "H", "H", "H", "H", "H", "H", "C", "C", "O", "P", "O", "Te", "O", "C", "C", "H", "H", "H", "H", "H", "H", "H", "H", "H", "H"], "xyz": [[0.71, 0.58, 0.67], [-0.90, -5.86, 0.56], [0.04, -5.10, -0.37], [0.63, -6.01, -1.42], [-0.63, -4.02, -1.01], [-0.60, -2.97, -0.05], [0.78, -3.14, 0.66], [1.09, -4.50, 0.38], [2.07, -2.30, 0.45], [1.78, -0.94, 0.75], [2.72, -2.30, -0.93], [2.20, -2.98, -2.03], [2.84, -2.90, -3.27], [3.98, -2.13, -3.42], [4.49, -1.43, -2.33], [3.86, -1.53, -1.09], [3.07, -2.81, 1.50], [3.85, -3.93, 1.23], [4.72, -4.42, 2.19], [4.81, -3.80, 3.43], [4.04, -2.68, 3.70], [3.16, -2.19, 2.74], [-1.15, -1.63, -0.58], [-0.72, -0.69, 0.37], [-2.69, -1.63, -0.50], [-3.45, -2.79, -0.56], [-4.84, -2.73, -0.51], [-5.48, -1.50, -0.39], [-4.72, -0.34, -0.33], [-3.33, -0.40, -0.39], [-0.75, -1.18, -2.00], [-1.60, -1.35, -3.08], [-1.32, -0.78, -4.32], [-0.18, 0.00, -4.49], [0.70, 0.15, -3.42], [0.42, -0.46, -2.21], [-1.68, -6.35, -0.01], [-1.35, -5.21, 1.31], [-0.32, -6.62, 1.09], [-0.17, -6.37, -2.07], [1.10, -6.87, -0.93], [1.37, -5.49, -2.01], [-1.30, -3.22, 0.75], [0.58, -3.02, 1.73], [1.28, -3.54, -1.94], [2.42, -3.43, -4.11], [4.47, -2.06, -4.38], [5.37, -0.81, -2.44], [4.26, -0.98, -0.25], [3.78, -4.41, 0.27], [5.32, -5.29, 1.97], [5.50, -4.18, 4.18], [4.11, -2.18, 4.66], [2.57, -1.31, 2.95], [-2.97, -3.75, -0.67], [-5.42, -3.64, -0.56], [-6.56, -1.45, -0.35], [-5.20, 0.63, -0.25], [-2.74, 0.50, -0.34], [-2.52, -1.91, -2.96], [-2.00, -0.92, -5.14], [0.03, 0.47, -5.44], [1.62, 0.70, -3.53], [1.22, -0.46, -1.46], [-0.54, -0.58, 9.44], [-1.39, 0.28, 8.50], [-2.67, -0.48, 8.18], [-1.77, 1.59, 9.20], [-0.58, 0.60, 7.23], [0.63, 1.29, 7.35], [1.42, 1.62, 6.25], [0.95, 1.24, 5.02], [1.51, 1.43, 3.77], [0.63, 0.84, 2.88], [-0.47, 0.29, 3.55], [-0.24, 0.55, 4.89], [-1.03, 0.22, 5.97], [-1.10, -0.81, 10.35], [0.38, -0.06, 9.75], [-0.25, -1.51, 8.96], [-3.21, -0.69, 9.11], [-2.46, -1.44, 7.70], [-3.34, 0.09, 7.54], [-2.34, 1.38, 10.10], [-2.38, 2.22, 8.55], [-0.89, 2.17, 9.49], [0.98, 1.59, 8.33], [2.35, 2.16, 6.36], [-1.95, -0.31, 5.81], [-2.33, 3.15, 3.50], [-2.88, 2.52, 2.24], [-2.58, 3.27, 1.05], [-1.02, 3.45, 0.61], [-0.66, 1.84, 0.44], [2.58, 2.20, 0.27], [-1.32, 3.80, -0.93], [-0.41, 4.65, -1.65], [0.14, 3.89, -2.84], [-2.66, 2.57, 4.37], [-2.69, 4.17, 3.61], [-1.24, 3.17, 3.50], [-3.97, 2.47, 2.27], [-2.51, 1.49, 2.12], [0.41, 4.97, -0.99], [-0.96, 5.53, -1.96], [0.71, 3.02, -2.51], [0.79, 4.54, -3.43], [-0.68, 3.55, -3.48]], "lowdin_charge": [1.217, 0.021, -0.580, 0.028, -0.020, -0.160, -0.117, -0.005, -0.325, -0.385, -0.158, -0.023, -0.060, -0.082, -0.063, -0.028, -0.144, -0.017, -0.069, -0.089, -0.069, -0.006, -0.335, -0.287, -0.152, -0.029, -0.077, -0.091, -0.064, -0.009, -0.103, -0.002, -0.061, -0.076, -0.068, -0.075, 0.095, 0.088, 0.095, 0.100, 0.098, 0.076, 0.142, 0.167, 0.094, 0.109, 0.101, 0.105, 0.118, 0.123, 0.103, 0.100, 0.104, 0.103, 0.109, 0.101, 0.099, 0.105, 0.110, 0.119, 0.104, 0.103, 0.112, 0.059, -0.048, -0.564, -0.071, -0.047, -0.162, -0.026, 0.033, -0.201, 0.132, -0.623, 0.136, -0.197, 0.068, 0.085, 0.077, 0.091, 0.086, 0.088, 0.086, 0.085, 0.090, 0.078, 0.108, 0.125, 0.120, -0.076, -0.289, -0.307, 0.796, -0.639, 0.448, -0.305, -0.313, -0.081, 0.079, 0.084, 0.062, 0.118, 0.095, 0.087, 0.113, 0.036, 0.080, 0.081], "charge": 0, "homo_energy_ev": [-8.0, -8.0], "e_tot_ev": -84993.036}